{
  "formula": "C37H74F15N3O12",
  "method": "ωB97M-V with the def2-TZVPD basis set",
  "elements": ["F", "F", "F", "F", "F", "F", "F", "F", "F", "F", "F", "F", "F", "F", "F", "O", "O", "O", "O", "O", "O", "O", "O", "O", "O", "O", "O", "N", "N", "N", "C", "C", "C", "C", "C", "C", "C", "C", "C", "C", "C", "C", "C", "C", "C", "C", "C", "C", "C", "C", "C", "C", "C", "C", "C", "C", "C", "C", "C", "C", "C", "C", "C", "C", "C", "C", "C", "H", "H", "H", "H", "H", "H", "H", "H", "H", "H", "H", "H", "H", "H", "H", "H", "H", "H", "H", "H", "H", "H", "H", "H", "H", "H", "H", "H", "H", "H", "H", "H", "H", "H", "H", "H", "H", "H", "H", "H", "H", "H", "H", "H", "H", "H", "H", "H", "H", "H", "H", "H", "H", "H", "H", "H", "H", "H", "H", "H", "H", "H", "H", "H", "H", "H", "H", "H", "H", "H", "H", "H", "H", "H"],
  "xyz": [[3.910715, -9.223582, -1.109791], [0.092149, 2.697189, -3.684533], [-0.504929, 0.682211, -4.116328], [2.671844, -9.164831, 0.640326], [1.926310, 4.724337, -2.299037], [1.472277, 6.768988, -2.836734], [-0.117738, 1.909671, -5.785201], [1.663779, 4.193007, 4.998847], [2.564365, 6.426720, -0.994935], [-2.162717, -6.779261, 2.987654], [-2.458336, -7.430918, 1.041539], [0.446555, 2.811379, 6.227057], [4.475421, -7.950704, 0.467215], [-4.129245, -7.039044, 2.242102], [-0.186439, 3.412606, 4.229673], [1.592029, -7.714357, -1.736930], [-3.548767, -4.393077, 2.293994], [-2.848294, 2.246413, -3.613137], [1.966189, 2.174646, 3.065822], [-2.151836, 3.686980, -5.316057], [-0.903057, 6.518280, -1.468814], [-1.943415, -4.714323, 0.697004], [0.178637, -4.271857, -3.346051], [0.782887, 0.725616, 4.543164], [4.592998, 6.831310, 3.608921], [3.601460, -6.681734, -1.815883], [0.153671, 4.868963, -0.199653], [-0.518781, -6.038823, -1.371262], [2.412444, 4.596627, 1.566534], [0.181543, 1.137538, 0.347832], [5.698578, 6.713588, 4.452846], [-2.179032, 1.553481, 1.116048], [-0.731697, 1.921944, -4.546335], [4.487944, -4.573441, -2.709827], [-2.846626, -6.321727, -2.262891], [0.424705, -2.855361, -3.426630], [-0.348938, 0.865238, -1.019534], [-1.204225, -4.572240, -3.320524], [-2.999604, -5.192943, 1.230667], [-2.728383, 1.169175, -0.224309], [-1.743671, 0.268457, -0.960106], [0.949518, -1.335450, 0.460843], [2.945610, 5.898262, 2.093544], [1.831839, 6.736534, 2.764191], [3.388161, -8.352994, -0.289146], [1.630052, 1.931196, 4.269207], [-2.931067, -6.593510, 1.920586], [-2.603565, 6.615451, -3.020677], [3.211864, -5.349940, -2.366744], [-2.131438, 2.499746, -4.864187], [-4.263784, 2.448679, -3.766265], [4.211089, 5.610890, 2.978495], [1.506956, 5.928018, -1.825693], [0.863604, 3.141776, 4.938399], [-4.941002, -2.923109, 1.189779], [-4.984470, 1.148150, -3.525009], [-3.646042, -3.070559, 1.987774], [-1.734917, 5.607816, -2.207519], [1.282860, -2.513850, 1.366047], [1.318457, -1.040573, 6.216789], [-1.429256, -5.984555, -2.645804], [2.638474, -7.173972, -0.975431], [0.284212, -0.157535, 1.227372], [-0.744863, 2.140786, 1.013173], [1.537041, 1.739089, 0.279603], [1.515792, -0.430373, 4.838726], [0.236717, 6.076374, -0.888074], [0.526239, 6.803277, -0.159013], [-5.759969, -3.353152, 1.790515], [-5.258308, -1.881389, 1.078731], [0.079616, -5.192834, -1.348209], [2.109914, -3.090814, 0.879338], [-2.224544, 0.792246, 1.868735], [0.323998, 0.258240, -1.620940], [-2.817048, 2.058342, -0.814947], [1.944050, -0.961657, 0.074609], [-6.066485, 1.327253, -3.689678], [1.563511, -2.112783, 2.349042], [-2.842698, 2.254519, 1.618122], [2.197269, 3.973440, 2.372320], [-5.032023, 0.767072, -2.469281], [-3.458244, 6.162039, -3.417697], [-1.660909, -4.584289, -4.374120], [0.055473, -2.346251, -2.542565], [-4.675163, 3.285549, -3.243919], [3.070456, 4.158314, 0.902092], [-2.774142, -2.595792, 1.465175], [1.941503, 1.978029, 1.212717], [0.466374, -1.738899, 6.257497], [-3.027002, -7.295035, -1.833403], [2.513706, -5.525047, -3.166055], [0.935384, 4.762269, 0.532438], [4.691901, -3.982510, -1.822775], [-3.714498, 0.731511, -0.179567], [-1.767539, -3.900670, -2.697231], [1.352201, 2.691934, -0.219139], [0.903203, 6.669839, 2.121406], [2.501558, 1.708184, 4.885917], [2.374448, -6.416427, -0.163685], [-3.369729, -6.234600, -3.180674], [-4.379667, 2.598560, -4.853699], [1.525492, -2.802805, -3.366222], [-3.057808, -5.550723, -1.481414], [6.551226, 6.189004, 3.980203], [-3.793496, -2.486484, 2.860100], [5.072300, 5.271405, 2.345953], [-0.323497, 2.311831, 2.031732], [-2.968943, 7.359607, -2.346059], [-0.730167, 3.018511, 0.396894], [1.201228, -0.235290, 6.905777], [-0.726204, -0.325696, 1.560658], [-1.004838, -5.825149, -0.512070], [1.533044, 6.463546, 3.761408], [0.695965, -7.294376, -1.430158], [3.321289, 6.429776, 1.294017], [5.496949, 6.189197, 5.386163], [2.674435, -4.824332, -1.556005], [1.371483, -1.198657, 4.065073], [2.158936, -1.670494, 6.501802], [-1.066574, -6.742026, -3.325987], [6.130069, 7.673955, 4.638459], [2.240564, 1.202238, -0.384226], [4.303614, -3.780507, -3.506666], [0.271320, -1.746993, -0.310332], [-0.520154, 1.859502, -1.448009], [-2.039589, 0.023583, -2.005200], [0.311479, -3.049192, 1.506604], [5.328600, -5.193275, -2.972705], [-3.847330, -5.254024, 0.508737], [-2.107996, 7.129245, -3.883891], [-2.534691, 1.685490, -5.565720], [2.580263, -0.153075, 4.761372], [0.964684, 0.206348, 2.073057], [3.893847, 4.916472, 3.714933], [-1.519270, -0.704842, -0.404576], [-1.221391, 5.112654, -2.985187], [-2.342500, 5.057009, -1.554172], [-4.561539, 0.421843, -4.222641], [-4.985638, -3.386825, 0.175143], [-0.137002, -2.415286, -4.268900], [2.156334, 7.767858, 2.687229]],
  "atomic_forces_ev_per_a": [[-0.103, -0.496, -1.462], [-1.321, -0.597, -1.251], [-0.964, -0.850, 0.634], [0.181, 1.841, -1.517], [-0.809, 1.100, 0.868], [-0.130, 0.249, -0.778], [0.223, 0.352, 0.693], [0.185, 0.981, 0.363], [-0.750, -1.019, -0.967], [0.585, 0.743, 1.122], [0.918, -1.806, -2.136], [0.379, 0.923, -0.900], [-0.948, 0.656, -0.366], [-1.817, -0.375, 0.613], [-1.742, 1.115, -0.654], [-0.570, 0.748, 1.541], [0.819, -0.712, 1.771], [-0.931, 0.337, 1.232], [-0.345, 0.272, -1.477], [0.176, 0.392, 0.127], [0.211, -0.298, 0.203], [1.623, -0.048, -0.483], [-0.578, 0.596, -0.120], [-0.639, 0.502, -0.180], [-0.020, 0.184, -0.094], [0.473, 2.248, -0.693], [0.685, -0.801, 1.435], [0.407, 0.464, -1.564], [-0.109, 0.881, 0.304], [0.540, -1.430, 0.852], [0.861, -0.829, -0.524], [0.344, 0.930, 0.666], [2.758, 1.492, -0.873], [-1.316, 1.416, -0.387], [0.805, 1.820, 1.020], [-0.039, -1.062, 0.356], [-1.171, 1.265, -0.369], [-1.002, -1.918, -0.552], [-0.933, 0.287, 0.386], [0.587, -0.603, -0.468], [0.872, -2.187, 0.361], [0.476, 0.917, -0.017], [-0.150, -2.068, 1.572], [-0.362, -0.245, -1.831], [0.706, -1.415, 3.016], [0.170, -0.290, 2.009], [0.310, 1.286, -0.482], [0.990, 0.184, 0.095], [0.635, -1.165, 0.984], [-0.651, -0.885, 0.027], [1.454, -1.394, -1.761], [-0.598, 1.435, -0.952], [1.218, 0.813, 0.882], [0.994, -3.777, 0.839], [-1.106, 0.570, -0.581], [-1.265, -0.088, 1.303], [-0.712, 1.110, -2.001], [-0.402, 3.494, -1.951], [-0.848, 0.164, 0.241], [-0.700, -0.760, -0.551], [2.610, 0.299, 1.751], [-0.612, -1.187, 0.335], [1.656, 1.059, -0.162], [-0.565, -1.356, 1.384], [-0.340, 0.908, -2.905], [1.300, -0.178, -0.624], [1.305, -1.723, 0.399], [0.300, 1.072, 0.066], [0.332, -0.194, -0.210], [0.300, 0.203, -0.203], [-0.151, -0.705, -0.735], [-0.941, 0.075, 0.748], [0.254, -1.032, 0.100], [0.183, 0.208, 0.215], [-0.168, 0.707, -0.533], [-1.278, -0.242, -0.182], [0.371, -0.248, -0.549], [0.389, -0.463, -0.261], [0.132, 0.770, -0.288], [0.332, -0.227, -0.854], [0.803, 0.246, -0.795], [-1.244, -1.073, -0.731], [0.639, 0.148, 1.212], [-0.263, 0.032, 0.432], [0.046, 0.654, 0.587], [-0.371, 0.206, 0.840], [-0.430, -0.840, 0.188], [0.319, -0.312, 1.598], [-0.061, 0.588, 0.014], [0.431, -0.343, 0.074], [-0.135, 0.009, -0.457], [-1.273, 0.565, -1.441], [0.652, -0.060, 0.145], [-0.262, -0.283, 0.172], [-0.149, 0.845, 0.268], [0.192, 0.072, -0.231], [0.945, -0.070, 0.599], [0.474, 0.219, 0.905], [-0.215, -0.901, -0.929], [-1.331, 0.283, -0.634], [-0.348, 0.608, 0.342], [-0.511, 0.504, -0.788], [-0.708, -0.557, -0.722], [-0.383, -0.261, -0.150], [0.014, 0.335, 1.309], [-0.766, -0.168, 0.468], [-0.168, 0.097, -0.862], [-0.136, 0.738, 0.536], [0.099, 0.479, -0.154], [-0.156, 0.427, 0.802], [0.043, -0.532, 0.283], [-1.351, -0.172, 0.454], [0.237, -0.171, 0.433], [0.779, 0.055, -0.549], [0.432, 1.278, -1.941], [-0.270, -0.002, 0.182], [0.068, -0.121, -0.373], [-0.228, 0.180, 0.130], [0.348, 0.193, -0.062], [0.467, -0.250, -0.236], [-0.248, 0.909, 0.371], [-0.637, -0.196, 0.482], [0.143, -1.216, 0.698], [0.619, 0.594, -0.073], [0.792, -0.083, -0.359], [0.028, 0.247, 0.782], [1.089, -0.355, -0.054], [0.138, -0.260, -0.128], [-0.229, -0.708, -0.060], [0.066, -0.652, 0.941], [0.065, 0.263, 0.168], [-0.015, -0.212, -0.016], [-1.192, -0.664, -0.879], [0.147, -1.108, 0.818], [-1.242, 0.808, -0.717], [0.926, -1.491, -0.249], [-0.528, -1.172, 0.768], [-0.336, -0.218, 0.306], [0.370, 0.245, 0.803], [0.898, -0.030, -0.087], [-0.048, 0.260, 0.507]],
  "total_charge": -2,
  "gap_ev": 7.01,
  "e_tot_ev": -109369.661,
  "e_lumo_ev": 3.54
}